# 1
The following is a DFT calculation (ωB97M-V/def2-TZVPD) of the ion C20H33N2O with charge +1.

Summary:
- SMILES = CCCCN(C)C(=O)[C@H]1CC[N@H+](CCCc2ccccc2)CC1
- highest occupied orbital energy (eV) = -11.6748
- relative energy (zero: lowest compared OMol25 entry of this formula, charge and spin) (kJ/mol) = 23.4

Geometry as ORCA input:
```
! wB97M-V def2-TZVPD RIJCOSX def2/J DEFGRID3
* xyz 1 1
C -0.83552 0.47794 4.21557
C -1.56007 0.14656 2.91736
C -3.07653 0.14901 3.10449
C -3.82285 -0.30714 1.84938
N -3.56295 0.56654 0.71171
C -4.24343 1.84441 0.70494
C -2.70841 0.16949 -0.22002
O -2.15310 -0.94313 -0.16179
C -2.38062 1.10596 -1.38461
C -1.06357 1.84676 -1.10700
C 0.10621 0.86758 -0.93540
N -0.15128 -0.40143 -1.64829
C 1.02313 -1.29625 -1.71711
C 1.22422 -2.13299 -0.45184
C 1.98496 -1.44076 0.68925
C 3.24952 -0.77083 0.21984
C 3.43071 0.59851 0.36401
C 4.59163 1.20979 -0.07923
C 5.58707 0.45715 -0.67667
C 5.42084 -0.91085 -0.81712
C 4.26190 -1.51927 -0.37102
C -0.78269 -0.10698 -2.94787
C -2.23538 0.31103 -2.69825
H 0.24146 0.48141 4.06609
H -1.07054 -0.25789 4.97977
H -1.13370 1.45749 4.58161
H -1.24495 -0.83684 2.56177
H -1.28739 0.88430 2.15640
H -3.33973 -0.53367 3.91290
H -3.40407 1.14898 3.39619
H -3.49722 -1.31149 1.57345
H -4.89938 -0.32347 2.03111
H -3.54014 2.67700 0.66920
H -4.82237 1.93114 1.62044
H -4.93413 1.91952 -0.13727
H -3.17913 1.83669 -1.50369
H -0.87664 2.52275 -1.94243
H -1.14924 2.45988 -0.20951
H 0.24527 0.63274 0.11933
H 1.03112 1.30994 -1.31410
H -0.93846 -0.87748 -1.05474
H 1.92087 -0.70890 -1.92904
H 0.85890 -1.97947 -2.55219
H 0.25504 -2.47871 -0.08678
H 1.79167 -3.01591 -0.74706
H 1.34963 -0.71601 1.20030
H 2.24094 -2.20710 1.42444
H 2.66830 1.19455 0.84758
H 4.71924 2.27431 0.04779
H 6.49248 0.93174 -1.02143
H 6.19918 -1.50622 -1.26923
H 4.14811 -2.58864 -0.47088
H -0.76022 -0.99665 -3.57778
H -0.21597 0.68003 -3.45095
H -2.86889 -0.57617 -2.65185
H -2.57945 0.91747 -3.53518
*
```

***

# 2
The following is a DFT calculation (ωB97M-V/def2-TZVPD) of an isolated molecule of C20H33N3O3S.

Summary:
- SMILES = CCCS(=O)(=O)N1CCC(C(=O)NCCCN(C)Cc2ccccc2)CC1
- highest occupied orbital energy (eV) = -8.7213
- relative energy (zero: lowest compared OMol25 entry of this formula, charge and spin) (kJ/mol) = 42.0

Geometry as ORCA input:
```
! wB97M-V def2-TZVPD RIJCOSX def2/J DEFGRID3
* xyz 0 1
C -4.62688 -2.81530 1.03078
C -4.30039 -2.63185 -0.44638
C -4.27516 -1.16498 -0.83772
S -2.78016 -0.36328 -0.18547
O -2.92764 -0.12582 1.22369
O -1.63968 -1.13804 -0.59857
N -2.85120 1.09761 -1.00688
C -2.87711 2.29244 -0.18570
C -1.48271 2.67133 0.31089
C -0.52092 2.82170 -0.87233
C 0.88843 3.17036 -0.38039
O 1.40904 4.24210 -0.62867
N 1.47355 2.21133 0.34831
C 2.77577 2.36235 0.95507
C 3.43024 0.99633 1.13686
C 2.62959 0.09574 2.08625
N 1.33680 -0.29446 1.52004
C 0.26325 -0.23776 2.49775
C 1.35360 -1.61608 0.88652
C 2.41845 -1.75208 -0.16562
C 2.21332 -1.23894 -1.44113
C 3.19814 -1.33410 -2.40724
C 4.40181 -1.95419 -2.11512
C 4.60668 -2.49174 -0.85669
C 3.62024 -2.39294 0.10938
C -0.53355 1.54375 -1.71227
C -1.95954 1.20551 -2.14481
H -3.92991 -2.24698 1.63972
H -5.63486 -2.46570 1.24416
H -4.56122 -3.86478 1.30624
H -3.31540 -3.05110 -0.66185
H -5.03689 -3.16082 -1.05704
H -5.11521 -0.60871 -0.43350
H -4.21580 -1.02783 -1.91344
H -3.30655 3.09840 -0.78913
H -3.53594 2.08426 0.65719
H -1.53403 3.60478 0.87362
H -1.13666 1.88096 0.97853
H -0.85011 3.66320 -1.49252
H 1.03968 1.31157 0.54620
H 2.67569 2.86009 1.92974
H 3.38130 3.00911 0.31332
H 3.53076 0.51267 0.16608
H 4.42920 1.13733 1.55304
H 3.23167 -0.78691 2.34053
H 2.45544 0.64833 3.01364
H 0.21734 0.76212 2.92890
H -0.68664 -0.44783 2.00659
H 0.39711 -0.96371 3.31340
H 0.37089 -1.75391 0.42540
H 1.49562 -2.40270 1.64857
H 1.26857 -0.77448 -1.67505
H 3.02631 -0.92626 -3.39273
H 5.17262 -2.02699 -2.86817
H 5.53660 -2.99100 -0.62603
H 3.78777 -2.82620 1.08594
H -0.16543 0.70707 -1.11863
H 0.10221 1.66295 -2.59120
H -2.35937 1.97841 -2.80914
H -1.97876 0.24565 -2.66290
*
```

***

# 3
The following is a DFT calculation (ωB97M-V/def2-TZVPD) of an isolated molecule of C20H33N3O4S.

Summary:
- SMILES = CCNS(=O)(=O)CC(=O)N(C)C[C@H](C)NC(=O)C[C@H](C)c1ccc(CC)cc1
- highest occupied orbital energy (eV) = -8.5412
- relative energy (zero: lowest compared OMol25 entry of this formula, charge and spin) (kJ/mol) = 59.3

Geometry as ORCA input:
```
! wB97M-V def2-TZVPD RIJCOSX def2/J DEFGRID3
* xyz 0 1
C -3.79352 0.28726 3.81951
C -3.98498 -0.24305 2.40751
N -4.31594 0.81870 1.44286
S -3.14790 1.70086 0.71661
O -3.66288 3.04533 0.62286
O -1.87175 1.43499 1.32629
C -3.06209 1.13874 -0.98987
C -2.45385 -0.24399 -1.14296
O -2.70355 -1.10616 -0.31490
N -1.66590 -0.47764 -2.22792
C -1.42976 0.46544 -3.31477
C -1.10020 -1.81831 -2.39710
C 0.44018 -1.84157 -2.47497
C 0.92479 -2.64634 -3.68242
N 0.96060 -2.32335 -1.19653
C 2.28003 -2.33452 -0.88863
O 3.14975 -2.06141 -1.70039
C 2.61802 -2.69041 0.54930
C 3.56199 -1.64096 1.17549
C 3.88774 -2.01675 2.62313
C 2.97203 -0.24517 1.04976
C 1.88638 0.15731 1.82692
C 1.34230 1.42582 1.69243
C 1.87041 2.33691 0.78117
C 1.25573 3.70392 0.61291
C 0.08777 3.68508 -0.37790
C 2.94902 1.93330 -0.00204
C 3.49025 0.66173 0.12702
H -3.56853 -0.53272 4.50110
H -2.96849 0.99929 3.85241
H -4.69491 0.78506 4.18231
H -3.08818 -0.74083 2.04333
H -4.79278 -0.97561 2.36824
H -5.08255 1.43012 1.70515
H -4.08542 1.13758 -1.36315
H -2.50830 1.92877 -1.48180
H -2.24538 1.17707 -3.41095
H -0.49515 1.01482 -3.18987
H -1.37744 -0.09051 -4.25222
H -1.45885 -2.43459 -1.57695
H -1.51196 -2.24656 -3.31565
H 0.80390 -0.81875 -2.60796
H 0.45484 -2.25705 -4.58678
H 2.00481 -2.57975 -3.78278
H 0.65116 -3.69862 -3.58231
H 0.30751 -2.41484 -0.43708
H 1.71682 -2.78644 1.15701
H 3.11074 -3.66538 0.53680
H 4.48894 -1.65960 0.59900
H 4.54040 -1.27271 3.08109
H 2.98498 -2.08813 3.23133
H 4.38992 -2.98467 2.66390
H 1.45389 -0.52395 2.54930
H 0.49259 1.71027 2.30156
H 0.90229 4.06574 1.58055
H 2.01903 4.40635 0.27172
H -0.34825 4.67728 -0.50009
H 0.42046 3.33455 -1.35669
H -0.69458 3.01284 -0.02344
H 3.37574 2.62497 -0.71878
H 4.31810 0.36023 -0.50168
*
```

***

- Look up the relative energy (zero: lowest compared OMol25 entry of this formula, charge and spin) of the first one.
  23.4 kJ/mol

***

What did the first record say?
The following is a DFT calculation (ωB97M-V/def2-TZVPD) of the ion C20H33N2O with charge +1.

Summary:
- SMILES = CCCCN(C)C(=O)[C@H]1CC[N@H+](CCCc2ccccc2)CC1
- highest occupied orbital energy (eV) = -11.6748
- relative energy (zero: lowest compared OMol25 entry of this formula, charge and spin) (kJ/mol) = 23.4

Geometry as ORCA input:
```
! wB97M-V def2-TZVPD RIJCOSX def2/J DEFGRID3
* xyz 1 1
C -0.83552 0.47794 4.21557
C -1.56007 0.14656 2.91736
C -3.07653 0.14901 3.10449
C -3.82285 -0.30714 1.84938
N -3.56295 0.56654 0.71171
C -4.24343 1.84441 0.70494
C -2.70841 0.16949 -0.22002
O -2.15310 -0.94313 -0.16179
C -2.38062 1.10596 -1.38461
C -1.06357 1.84676 -1.10700
C 0.10621 0.86758 -0.93540
N -0.15128 -0.40143 -1.64829
C 1.02313 -1.29625 -1.71711
C 1.22422 -2.13299 -0.45184
C 1.98496 -1.44076 0.68925
C 3.24952 -0.77083 0.21984
C 3.43071 0.59851 0.36401
C 4.59163 1.20979 -0.07923
C 5.58707 0.45715 -0.67667
C 5.42084 -0.91085 -0.81712
C 4.26190 -1.51927 -0.37102
C -0.78269 -0.10698 -2.94787
C -2.23538 0.31103 -2.69825
H 0.24146 0.48141 4.06609
H -1.07054 -0.25789 4.97977
H -1.13370 1.45749 4.58161
H -1.24495 -0.83684 2.56177
H -1.28739 0.88430 2.15640
H -3.33973 -0.53367 3.91290
H -3.40407 1.14898 3.39619
H -3.49722 -1.31149 1.57345
H -4.89938 -0.32347 2.03111
H -3.54014 2.67700 0.66920
H -4.82237 1.93114 1.62044
H -4.93413 1.91952 -0.13727
H -3.17913 1.83669 -1.50369
H -0.87664 2.52275 -1.94243
H -1.14924 2.45988 -0.20951
H 0.24527 0.63274 0.11933
H 1.03112 1.30994 -1.31410
H -0.93846 -0.87748 -1.05474
H 1.92087 -0.70890 -1.92904
H 0.85890 -1.97947 -2.55219
H 0.25504 -2.47871 -0.08678
H 1.79167 -3.01591 -0.74706
H 1.34963 -0.71601 1.20030
H 2.24094 -2.20710 1.42444
H 2.66830 1.19455 0.84758
H 4.71924 2.27431 0.04779
H 6.49248 0.93174 -1.02143
H 6.19918 -1.50622 -1.26923
H 4.14811 -2.58864 -0.47088
H -0.76022 -0.99665 -3.57778
H -0.21597 0.68003 -3.45095
H -2.86889 -0.57617 -2.65185
H -2.57945 0.91747 -3.53518
*
```

***

- Look up the relative energy (zero: lowest compared OMol25 entry of this formula, charge and spin) of the third one.
  59.3 kJ/mol

***

What did the first record say?
The following is a DFT calculation (ωB97M-V/def2-TZVPD) of the ion C20H33N2O with charge +1.

Summary:
- SMILES = CCCCN(C)C(=O)[C@H]1CC[N@H+](CCCc2ccccc2)CC1
- highest occupied orbital energy (eV) = -11.6748
- relative energy (zero: lowest compared OMol25 entry of this formula, charge and spin) (kJ/mol) = 23.4

Geometry as ORCA input:
```
! wB97M-V def2-TZVPD RIJCOSX def2/J DEFGRID3
* xyz 1 1
C -0.83552 0.47794 4.21557
C -1.56007 0.14656 2.91736
C -3.07653 0.14901 3.10449
C -3.82285 -0.30714 1.84938
N -3.56295 0.56654 0.71171
C -4.24343 1.84441 0.70494
C -2.70841 0.16949 -0.22002
O -2.15310 -0.94313 -0.16179
C -2.38062 1.10596 -1.38461
C -1.06357 1.84676 -1.10700
C 0.10621 0.86758 -0.93540
N -0.15128 -0.40143 -1.64829
C 1.02313 -1.29625 -1.71711
C 1.22422 -2.13299 -0.45184
C 1.98496 -1.44076 0.68925
C 3.24952 -0.77083 0.21984
C 3.43071 0.59851 0.36401
C 4.59163 1.20979 -0.07923
C 5.58707 0.45715 -0.67667
C 5.42084 -0.91085 -0.81712
C 4.26190 -1.51927 -0.37102
C -0.78269 -0.10698 -2.94787
C -2.23538 0.31103 -2.69825
H 0.24146 0.48141 4.06609
H -1.07054 -0.25789 4.97977
H -1.13370 1.45749 4.58161
H -1.24495 -0.83684 2.56177
H -1.28739 0.88430 2.15640
H -3.33973 -0.53367 3.91290
H -3.40407 1.14898 3.39619
H -3.49722 -1.31149 1.57345
H -4.89938 -0.32347 2.03111
H -3.54014 2.67700 0.66920
H -4.82237 1.93114 1.62044
H -4.93413 1.91952 -0.13727
H -3.17913 1.83669 -1.50369
H -0.87664 2.52275 -1.94243
H -1.14924 2.45988 -0.20951
H 0.24527 0.63274 0.11933
H 1.03112 1.30994 -1.31410
H -0.93846 -0.87748 -1.05474
H 1.92087 -0.70890 -1.92904
H 0.85890 -1.97947 -2.55219
H 0.25504 -2.47871 -0.08678
H 1.79167 -3.01591 -0.74706
H 1.34963 -0.71601 1.20030
H 2.24094 -2.20710 1.42444
H 2.66830 1.19455 0.84758
H 4.71924 2.27431 0.04779
H 6.49248 0.93174 -1.02143
H 6.19918 -1.50622 -1.26923
H 4.14811 -2.58864 -0.47088
H -0.76022 -0.99665 -3.57778
H -0.21597 0.68003 -3.45095
H -2.86889 -0.57617 -2.65185
H -2.57945 0.91747 -3.53518
*
```